The following is a DFT calculation (wB97M-V/def2-TZVPD) of a structure of composition C5H9EuMgO4 in a non-equilibrium geometry.

Last column: Mulliken charge in e.
Element x y z (Å)
O 1.634988 -0.708596 0.960787  -0.643
C 1.291207 -1.953409 0.578538  -0.159
C 0.205207 -2.241574 -0.163539  -0.212
O -0.892533 -1.426076 -0.212554  -0.343
C -1.012437 -0.267791 -1.071033  -0.995
C -2.257827 0.433236 -0.592428  -0.228
O -1.952010 1.076812 0.661485  -0.268
C -2.960583 1.861746 1.260957  -0.627
Eu 0.176843 0.772390 1.044030  1.611
H 2.127672 -2.658712 0.533166  0.408
H 0.170182 -3.110083 -0.822516  0.425
H -1.035784 -0.538456 -2.128988  0.628
H -3.058573 -0.282783 -0.342195  0.346
H -2.547493 1.226247 -1.298600  0.384
H -2.524745 2.389254 2.116336  0.306
H -3.328609 2.610128 0.544090  0.299
H -3.735167 1.173354 1.629874  0.292
Mg 2.795025 0.797802 0.561995  1.066
O 1.191519 1.304501 -0.352737  -0.748
H 0.499495 0.779300 -1.580380  0.459

Forces on atoms 1 to 3 (eV/Å):
O 1.77 -0.52 1.74
C 0.80 -2.05 -2.54
C 0.91 0.00 -0.02

Results
Spin multiplicity: 7
Charge: +2
Expectation value of S²: 12.0168
Frontier orbital gap (spin up / spin down) (Ha): 0.2157 / 0.2159
E_HOMO (spin up / spin down) (eV): -15.7 / -15.8
Energy relative to the best compared isomer or geometry (same formula, charge and spin) (eV): 0.8457

The following is a DFT calculation (wB97M-V/def2-TZVPD) of a structure of composition C5H9EuNaO4 in a non-equilibrium geometry.

Last column: Mulliken charge in e.
Element x y z (Å)
O -0.975162 -1.554322 -2.644388  -0.726
C -0.961702 -0.267636 -2.760135  0.058
C -0.722905 0.697793 -1.799501  -0.268
O -0.520706 0.142083 -0.504188  -0.355
C 0.378225 0.782427 0.357962  -0.393
C 0.476562 -0.027833 1.628888  -0.602
O 0.919078 -1.335296 1.300671  -0.325
C 1.179300 -2.148161 2.426870  -0.780
Na -0.197682 -2.106412 -0.628521  1.010
H -1.251160 0.145626 -3.752832  0.270
H 0.046236 1.809309 0.604002  0.334
H 1.383739 0.855274 -0.095977  0.327
H -0.506855 -0.085089 2.127406  0.336
H 1.189579 0.455263 2.317860  0.407
H 1.483632 -3.134922 2.057354  0.257
H 1.996759 -1.725301 3.032361  0.292
H 0.277580 -2.250820 3.052481  0.340
Eu 0.106336 2.998207 -2.833521  0.310
O -1.839267 3.735439 -2.188879  -0.771
H -2.461587 3.014371 -1.697911  0.279

Forces on atoms 1 to 3 (eV/Å):
O 0.43 1.64 0.22
C -1.58 -2.31 -1.05
C 1.70 0.63 1.85

Results
Spin multiplicity: 8
Charge: 0
Expectation value of S²: 15.8018
Frontier orbital gap (spin up / spin down) (Ha): 0.1353 / 0.1040
E_HOMO (spin up / spin down) (eV): -4.5 / -4.1
Energy relative to the best compared isomer or geometry (same formula, charge and spin) (eV): 2.7009

The following is a DFT calculation (wB97M-V/def2-TZVPD) of an isolated molecule of C5H9F in a non-equilibrium geometry.

Last column: Mulliken charge in e.
Element x y z (Å)
C 0.935470 0.838053 -1.318048  -1.503
C 0.400371 0.152587 -0.054464  1.570
C -0.846335 0.734660 0.604013  -1.098
C -1.611510 -0.558590 0.426951  -0.293
C -0.424075 -1.190587 -0.349575  -1.019
H 0.184699 0.850901 -2.147535  0.354
H 1.205237 1.913435 -1.133078  0.337
H 1.802410 0.308281 -1.696803  0.377
H -1.179680 1.623866 0.091388  0.298
H -0.734093 1.084990 1.661260  0.285
H -1.811161 -1.026848 1.368712  0.213
H -2.545796 -0.494197 -0.144154  0.261
H -0.586177 -1.391739 -1.416732  0.304
H 0.050953 -2.099589 0.092538  0.280
F 1.432231 -0.069538 0.830126  -0.365

Forces on atoms 1 to 3 (eV/Å):
C -0.52 1.02 0.01
C -0.61 -1.08 -1.57
C 0.47 1.28 1.29

Results
SMILES: CC1(F)CCC1
Charge: 0
Frontier orbital gap (Ha): 0.4254
E_HOMO (eV): -10.5
Energy relative to the best compared isomer or geometry (same formula, charge and spin) (eV): 0.3097

The following is a DFT calculation (wB97M-V/def2-TZVPD) of the ion C5H9F5P with charge +1 in a non-equilibrium geometry.

Last column: Mulliken charge in e.
Element x y z (Å)
C -0.668312 -0.906713 2.275077  -0.972
C 1.885202 -0.279958 -1.506637  -1.220
C -1.061279 1.743180 0.713240  -1.153
C -0.599124 -0.503702 -1.650641  0.659
C 0.699585 -0.709571 -0.741444  0.625
F -0.528553 -1.201346 -2.731475  -0.201
F -0.593926 0.843679 -1.884336  -0.243
F -1.723957 -0.726060 -1.020787  -0.221
F 1.093308 1.071520 2.064912  -0.342
F 0.586901 -1.939097 -0.223504  -0.305
P -0.016281 0.298392 1.042994  0.855
H -0.746404 -0.179124 3.026818  0.409
H 0.104925 -1.691328 2.161940  0.399
H -1.548690 -1.292050 1.812270  0.342
H 1.946533 0.745186 -1.827731  0.388
H 2.103296 -0.976172 -2.464975  0.337
H 2.716026 -0.324374 -0.808144  0.401
H -1.905345 1.493812 0.263197  0.486
H -0.522274 2.399793 -0.128662  0.337
H -1.221633 2.133934 1.627890  0.419

Forces on atoms 1 to 3 (eV/Å):
C 1.72 0.11 -3.92
C 2.27 -1.85 -0.72
C 5.40 0.06 -3.14

Results
Charge: +1
Frontier orbital gap (Ha): 0.4258
E_HOMO (eV): -15.9
Energy relative to the best compared isomer or geometry (same formula, charge and spin) (eV): 0.9654

The following is a DFT calculation (wB97M-V/def2-TZVPD) of a structure of composition C5H9F6NO5PS2.

Last column: Mulliken charge in e.
Element x y z (Å)
C 3.791044 -0.118978 -2.929496  -0.980
C 3.290216 1.337184 -2.908799  -0.388
C 1.831963 1.477100 -3.305761  -0.592
O 0.980166 0.853135 -2.356145  -0.233
P 0.077487 -0.495074 -2.666764  0.011
H 4.753176 -0.189163 -3.439631  0.320
H 3.905922 -0.513637 -1.920845  0.246
H 3.101099 -0.776216 -3.460838  0.268
H 3.372587 1.728363 -1.892409  0.262
H 3.897553 1.952384 -3.577725  0.369
H 1.671649 1.067434 -4.309374  0.433
H 1.553522 2.534592 -3.325224  0.260
H 0.331803 -0.578075 -4.065474  0.043
H 1.037483 -1.491583 -2.350740  0.004
C -3.613835 0.035370 4.909388  0.663
F -4.692738 -0.240157 5.646141  -0.230
F -3.659783 1.326298 4.582651  -0.238
F -2.537550 -0.161389 5.669944  -0.239
S -3.609615 -1.050839 3.418443  0.977
O -4.802079 -0.693368 2.705995  -0.645
O -3.527528 -2.384327 3.940958  -0.650
N -2.266932 -0.487163 2.805224  -0.266
S -1.684434 -1.050026 1.447309  0.939
O -2.431826 -0.703176 0.275031  -0.642
O -1.146730 -2.378409 1.521111  -0.659
C -0.200079 0.045305 1.411999  0.649
F 0.577218 -0.150458 2.478238  -0.245
F -0.530492 1.333643 1.370665  -0.241
F 0.530732 -0.228769 0.326130  -0.194

Forces on atoms 1 to 3 (eV/Å):
C 0.03 0.10 -0.11
C -0.14 -0.32 0.16
C 0.14 0.13 0.08

Results
Charge: -1
Frontier orbital gap (Ha): 0.3318
E_HOMO (eV): -6.2

The following is a DFT calculation (wB97M-V/def2-TZVPD) of a cluster of 2 separate species, C5H9FN2 in total in a non-equilibrium geometry.

Last column: Mulliken charge in e.
Element x y z (Å)
C 0.255504 -0.008891 1.350542  -0.457
C -0.049813 1.082982 0.400708  -0.202
C 0.114627 -0.375581 -1.488595  -0.515
C -1.268648 -0.649934 -0.782896  -0.618
C -1.147085 -0.008762 0.617763  0.439
H 2.394846 -0.283301 0.159518  0.310
H 2.055361 -1.256997 2.128904  0.247
H 0.166960 0.420512 2.277766  0.476
H -0.249805 2.165530 0.631348  0.342
H 0.362010 1.768332 -1.429693  0.319
H 0.236193 -0.123380 -2.569072  0.399
H 0.865773 -1.118028 -0.988051  0.270
H -2.196613 -0.375384 -1.296827  0.352
H -1.464933 -1.817310 -0.592897  0.261
N 1.468550 -0.812524 1.168116  -0.680
N 0.694257 0.900697 -0.901051  -0.601
F -2.237183 0.492039 1.314417  -0.342

Forces on atoms 1 to 3 (eV/Å):
C 1.15 -0.18 -0.95
C 0.35 0.39 -1.71
C 1.62 0.54 1.85

Results
Charge: 0
Frontier orbital gap (Ha): 0.3382
E_HOMO (eV): -8.6
Energy relative to the best compared isomer or geometry (same formula, charge and spin) (eV): 5.5012